DFT (ωB97M-V with the def2-TZVPD basis set) results for an isolated ion of composition C4H9ClN3 and charge +1 in a non-equilibrium geometry.

```
17
Properties=species:S:1:pos:R:3:nbo_charge:R:1
C 0.49 -0.26 0.69 0.03
C -0.36 1.95 -0.06 0.27
C -0.94 -0.41 -0.13 0.10
C 0.80 1.54 0.80 -0.34
N 1.53 -0.97 0.08 -0.84
N -1.12 1.00 -0.55 -0.43
N -0.99 -1.50 -0.97 -0.82
Cl 2.29 2.34 0.19 0.03
H 0.40 -0.34 1.74 0.23
H -0.43 2.91 -0.48 0.23
H -1.59 -0.42 0.67 0.19
H 0.73 1.93 1.84 0.28
H 2.26 -1.31 0.68 0.40
H -1.85 1.31 -1.36 0.46
H -0.20 -2.02 -1.25 0.42
H 2.00 -0.47 -0.69 0.39
H -1.65 -1.35 -1.75 0.39
```

## Properties
Relative energy (zero: lowest compared OMol25 entry of this formula, charge and spin), kcal/mol: 18.6
SMILES string: N[C@@H]1[C@H](N)[NH+]=C[C@@H]1Cl
Orbital gap, eV: 8.7
Net charge: +1
Largest force on an atom, eV/A: 4.982
LUMO energy, eV: -5.02
2S+1: 1

=====

DFT (ωB97M-V with the def2-TZVPD basis set) results for a single C4H9ClO molecule in a non-equilibrium geometry.

```
15
Properties=species:S:1:pos:R:3:nbo_charge:R:1
C 0.61 -1.76 -0.01 -0.62
C 0.48 -0.33 0.30 0.03
C -0.69 0.23 -0.34 -0.10
C -0.80 1.68 0.10 -0.64
H -0.32 -2.20 0.26 0.22
H 0.67 -1.86 -1.11 0.21
H 1.49 -2.25 0.44 0.22
H 0.33 -0.14 1.35 0.18
H 2.32 0.76 0.22 0.50
H -0.72 0.34 -1.50 0.23
H -1.73 2.04 -0.41 0.23
H 0.16 2.12 -0.15 0.24
H -0.98 1.54 1.18 0.20
O 1.58 0.37 -0.28 -0.76
Cl -2.40 -0.55 -0.04 -0.14
```

## Properties
Relative energy (zero: lowest compared OMol25 entry of this formula, charge and spin), kcal/mol: 23.0
SMILES string: C[C@H](Cl)[C@@H](C)O
Orbital gap, eV: 11.1
Largest force on an atom, eV/A: 5.548
LUMO energy, eV: 0.73
2S+1: 1